Computed, not measured: a 8-piece molecular cluster, C48H120N8O16 overall in a non-equilibrium geometry, with ωB97M-V with the def2-TZVPD basis set.

XYZ file:
```
192
Properties=species:S:1:pos:R:3:forces:R:3:mulliken_charge:R:1
H 40.1769 -27.2767 18.8251 0.1077 -0.3391 0.5336 0.3554
O 31.9030 -31.4115 17.1151 -1.2013 -0.5055 0.9923 0.2372
C 38.1118 -30.9555 18.7215 0.4333 0.6970 0.3002 -0.7769
N 28.6236 -27.1029 15.4098 -0.5537 -0.6162 -0.3765 -0.3322
H 39.3998 -29.1763 11.7717 0.0888 0.8298 -0.3512 0.3975
C 32.1916 -30.9629 15.8011 0.4400 -1.0118 -0.2031 -0.9808
H 29.6022 -25.7609 16.5407 0.3149 0.4438 -0.0862 -0.1167
O 27.3946 -30.0379 20.0346 -0.1269 -0.9080 -0.5475 0.7494
O 31.4681 -23.6693 16.5672 0.0060 -0.4883 -0.0799 -0.0585
H 31.0198 -29.4347 19.5629 0.4117 -0.1970 -0.5647 -0.7377
O 34.0194 -30.3679 10.6508 -0.6152 0.1697 0.1160 -0.2181
H 32.9341 -24.4830 23.8088 0.1462 -0.1661 0.3196 0.3345
C 29.9026 -32.4641 23.1064 -0.1761 0.8193 -0.1340 -0.5494
H 39.0325 -28.1485 13.8230 -0.1427 -0.3195 0.9233 0.4013
H 31.2137 -21.8058 17.2571 -0.4419 0.4138 0.1848 0.6343
C 38.1086 -28.1985 13.2467 0.2453 -1.0596 -0.7915 -0.5510
H 30.3066 -26.4711 26.4441 0.0616 0.1428 -0.1432 0.3005
H 28.8690 -23.7283 15.3803 0.4942 0.2886 0.1230 0.4057
H 25.8252 -22.9978 19.3436 0.1773 -0.0749 -0.0509 0.2923
H 29.6746 -25.2588 21.0848 0.0744 0.0217 0.2324 -0.6408
H 29.1896 -23.6120 17.6326 -0.0834 0.2680 -0.1506 0.0232
H 30.7456 -32.3900 22.4193 0.0436 0.1279 0.1166 -0.1507
O 34.1014 -26.5101 18.8826 0.2040 -0.2280 0.5319 -0.5408
C 29.9987 -28.3686 20.9989 -0.1738 0.2523 -0.2090 -1.3534
H 26.7246 -31.2682 15.0487 0.1744 0.2174 -0.7863 0.3393
C 39.0951 -27.3036 18.6950 -0.6688 -0.5007 -0.2991 -0.8419
H 26.1908 -31.0386 16.5943 -0.8100 0.0480 0.4448 0.0579
H 28.7375 -29.8323 15.7020 0.3696 -0.0283 -0.3360 0.4761
H 38.3016 -31.1054 19.7843 0.3121 -0.1737 0.2658 0.3792
H 29.7879 -24.7544 14.2702 -0.0594 -0.1274 -0.4425 0.4213
H 28.7830 -28.2654 28.7600 0.7048 0.0384 0.2829 0.4909
H 35.6457 -27.5796 19.7653 -0.0560 0.3550 -0.1436 0.5798
H 38.5983 -26.5212 19.2687 0.1763 -0.2785 0.3564 0.2710
H 32.9773 -31.5823 15.3686 0.2592 -0.1560 -0.0899 0.3696
C 36.0817 -29.5472 11.4631 -0.1954 -0.2205 -1.6792 -0.2241
H 32.0909 -27.2954 19.7986 -0.0921 0.5483 0.9091 -0.3534
C 28.4587 -27.8701 16.5936 0.0751 -1.9260 1.8913 0.3641
H 29.9193 -28.6713 23.5671 -0.4425 0.0952 0.0653 -0.3136
H 37.2756 -28.0655 10.8968 0.1210 0.2424 -0.4832 0.2866
O 34.5402 -31.0785 20.6973 1.6850 -0.1493 0.1159 -0.4733
C 28.2395 -29.8295 27.3674 1.4310 1.1729 -1.1781 -0.5754
H 26.7337 -23.4438 12.5598 0.2266 -0.1213 0.0810 0.2619
H 33.0738 -18.9577 20.5945 -0.0462 0.5843 -0.1735 0.2945
C 30.5122 -28.4705 19.5890 -0.3391 -0.7604 0.3832 0.1671
C 34.9817 -27.6230 18.9020 -0.5741 -0.7269 -0.2619 -0.2149
H 32.9068 -29.6351 9.0325 -0.3999 0.2383 0.2026 0.2971
H 33.6259 -19.1059 22.2412 0.1839 -0.0793 0.2878 0.2803
O 29.3734 -31.1285 23.2740 -0.0554 -0.4755 -0.2048 0.0772
H 33.5796 -26.4226 16.9062 0.3197 -0.4897 -0.3837 0.4680
H 38.9092 -29.5607 17.2128 -0.5814 0.2603 -0.3043 0.1982
H 37.2477 -27.7035 15.8466 0.5487 -1.0212 0.1408 0.1004
H 26.9108 -23.2365 20.7422 0.6412 0.3017 -0.3022 0.3018
H 29.1168 -29.5214 25.5497 0.2631 0.0445 0.2344 0.1608
C 27.1136 -31.4592 19.8638 1.2565 1.2378 -0.2770 -1.1356
H 34.8203 -18.7073 20.9635 -0.0675 -0.2646 -0.0387 0.2270
C 26.2371 -29.2507 20.2672 0.3745 -0.1150 0.2226 -0.8441
H 29.1729 -33.1249 22.6386 -0.2103 -0.0092 0.0000 0.4616
H 30.1675 -33.9611 18.6119 0.2300 -0.1918 0.3156 0.5147
H 31.4595 -27.7682 17.0528 -0.0504 0.5821 -0.1465 0.7955
H 38.9571 -26.9891 17.6605 -0.2999 -0.4028 -0.4230 0.2506
C 32.5930 -23.3574 15.7760 -0.4260 -0.8340 -0.3654 -0.9550
H 34.4683 -24.8544 22.9517 0.2394 0.0875 0.4746 0.3584
C 27.6261 -23.4033 13.1843 0.9226 -0.8368 0.9000 -0.8067
H 28.4269 -31.9634 25.8433 0.8688 -0.4556 -0.7972 0.4029
C 38.3622 -29.1975 12.1049 0.3101 0.1851 -0.0470 -0.8779
H 30.3568 -25.2223 18.7536 0.3768 -0.3644 0.0595 -1.1386
C 28.4320 -32.2570 19.8968 -0.4993 2.0253 -0.1165 -0.3859
H 31.9037 -27.0168 26.9935 -0.1190 -0.7795 -0.3234 0.2234
H 36.5791 -26.7704 14.6741 -0.9015 0.2866 -0.2834 0.4247
H 34.0039 -32.7310 19.6415 -0.1937 -0.1905 -0.3547 0.4649
H 34.5904 -27.5401 22.4232 -0.1309 0.5068 -0.5456 0.0098
C 33.0471 -30.5507 9.6070 1.9754 -0.3321 0.0928 -0.7581
H 34.6270 -28.3247 23.8501 -0.3846 0.3967 1.1223 0.3183
N 37.4100 -29.0633 10.9770 0.0027 -0.8515 1.9706 -0.3734
H 31.5636 -24.0741 20.6620 0.0300 -0.1043 -0.4184 0.0795
H 32.7746 -30.0707 20.4826 -0.4277 -0.3543 -0.3911 -0.1764
C 33.0554 -21.6074 21.1684 0.4148 0.6255 -0.5261 -0.6999
C 29.9096 -23.2748 18.3782 1.5349 -0.2498 -0.5382 -0.8817
H 32.6749 -24.2707 15.1867 0.7408 0.0693 -0.0852 0.2714
H 26.9024 -31.3640 25.5790 -0.4902 -0.0376 -0.3858 0.4566
C 34.5538 -31.8063 19.4666 -0.0409 0.3293 0.1933 0.0473
N 36.6572 -30.8942 18.5242 0.0964 0.4975 0.0569 -0.0019
C 33.4702 -25.2134 23.2030 -0.7508 -0.5866 -1.0868 -0.8507
H 34.0690 -31.1696 18.7266 -0.3909 -0.2651 -0.3261 0.0395
N 29.2640 -32.1026 18.7117 0.1549 -1.5380 -0.4979 -0.0472
H 30.4673 -32.8096 16.4960 -0.0051 -0.1522 -0.0614 0.4069
H 28.0224 -30.0149 17.2398 -0.2340 0.4813 0.6487 -0.3818
H 28.8684 -30.6144 27.7874 0.1043 -0.2772 0.2682 0.3390
H 25.9982 -29.3998 21.3202 -0.6442 0.2334 0.0464 0.2999
H 26.4441 -28.1973 20.0784 0.4624 -0.0271 0.1682 -0.0473
C 30.6930 -27.9853 23.2224 -0.0848 -0.9641 0.5391 -0.7590
C 33.2674 -30.7731 21.1549 -0.6312 0.5202 0.1574 0.0187
O 38.4633 -28.5645 19.0142 0.0235 1.0079 -0.3392 -0.2034
C 34.6336 -27.2977 23.4850 -0.3623 0.2441 -1.1926 -0.6768
H 28.0138 -33.2392 20.1174 0.9678 -0.6219 -0.4358 0.6356
H 29.4183 -31.1628 18.3754 -0.0165 0.1288 0.5692 -0.1856
H 34.4381 -28.5659 18.9611 -0.3531 -0.1604 0.4744 0.1163
H 26.6189 -31.5651 18.8983 -0.2842 -0.3125 0.0090 0.0393
N 28.2342 -29.8466 25.9174 -0.4154 -1.3172 -1.7033 -0.2097
C 33.9202 -19.2726 21.2050 -1.0923 -1.3313 -0.3293 -0.7106
H 36.0121 -32.7872 18.1212 -0.9985 -0.0901 -0.3429 0.4541
H 27.4302 -25.7218 20.6207 -0.0271 -0.5452 0.2278 0.4614
H 36.2840 -30.1320 19.0718 0.1798 0.2812 0.1312 0.0050
O 36.9268 -28.6400 13.9105 0.9566 0.6778 1.2094 -0.2073
C 32.0928 -27.6770 17.9352 0.2796 1.1856 0.2674 0.0553
H 38.3701 -30.2090 12.5110 -0.7309 -0.1064 0.0921 0.3398
H 32.5896 -29.9483 15.8148 -0.2748 0.0249 0.3864 0.1107
H 32.4348 -22.5581 15.0519 -0.3227 0.4295 0.1735 0.2582
C 28.7158 -25.7675 15.9065 0.4235 1.8626 -1.4313 0.1239
H 34.3160 -23.4232 21.5055 -0.0941 0.0705 -0.2191 0.5659
H 27.6505 -22.4894 13.7778 -0.4089 0.0858 0.3629 0.2977
H 32.0386 -22.8544 18.3861 0.2745 -0.1599 0.0776 -0.0436
H 35.5682 -28.7904 12.0561 -0.1695 -0.2097 -0.1193 0.1745
O 31.0545 -28.3226 21.9240 0.6729 0.2258 -1.1554 0.6953
H 31.5636 -28.2286 23.8314 -0.0168 0.6472 0.1471 0.2159
H 32.2793 -21.2673 20.4828 -0.5512 -0.6188 -0.3218 0.2405
H 27.2145 -29.9564 27.7158 0.0507 0.3491 0.3271 0.3864
H 35.1544 -29.0498 9.5594 0.0727 0.4322 -0.0639 0.3566
H 27.5630 -31.9953 23.2544 -0.4831 -0.2184 0.3037 0.5602
C 28.0081 -25.3319 19.7828 0.8452 -0.0806 0.9937 0.7903
N 31.3195 -27.3416 19.1482 0.1957 -1.5029 -0.2532 2.5583
N 30.2321 -24.3899 19.3118 0.3350 1.2114 -1.4915 1.6515
C 28.8481 -24.6595 14.8142 -0.5008 -0.0351 1.5096 -0.6200
H 28.4451 -26.1348 19.1891 -0.6716 -0.2690 -0.4080 -0.8136
C 33.4243 -23.1685 20.9326 -2.1813 2.0069 0.7265 -0.1281
H 36.0958 -30.4792 12.0282 0.6439 0.2217 0.3044 0.2088
H 30.3565 -26.9516 23.3030 0.1105 0.1726 0.1946 0.3568
H 40.0132 -29.7185 18.4906 0.2045 -0.9391 0.3677 0.4129
O 34.1215 -20.6545 20.9027 1.1998 -0.9439 0.3676 -0.3678
C 31.2369 -22.8229 17.6482 -1.2555 0.2170 0.7094 -0.6339
O 27.1776 -24.5020 19.0532 0.1234 0.5351 -1.1613 -0.2654
C 35.9563 -32.1091 18.9728 0.9460 -0.0007 -0.4041 -1.3334
H 33.4872 -23.1308 16.3565 0.0908 -0.1998 0.1395 0.3173
C 32.7079 -25.3114 21.8444 -0.0066 0.7007 0.3782 1.4832
H 31.1712 -32.7588 19.5114 0.2107 -0.0233 0.0932 0.0146
C 27.9321 -31.1760 25.2748 -1.2076 1.8155 0.7123 -1.0617
H 32.6014 -28.6408 17.9557 0.1147 -0.2878 0.4463 -0.8690
O 27.6833 -24.5838 14.0169 -0.3527 0.0885 -0.7662 -0.3708
H 28.5584 -23.3489 12.6221 -0.1116 -0.1197 -0.6212 0.3303
O 26.7851 -29.2865 15.7502 -1.1932 -0.2168 -0.4237 -0.4094
H 33.2452 -30.2173 22.0923 0.7809 -0.0827 0.1647 0.0933
H 35.5434 -27.7990 17.9846 0.3779 0.7346 -0.2635 0.0413
H 32.1327 -30.9916 10.0039 0.1508 0.3287 0.1072 0.2177
H 38.4852 -31.8288 18.1866 0.1505 0.0300 -0.0969 0.4276
C 36.5549 -27.8066 15.0114 0.3651 0.4531 -0.4883 -0.4521
H 29.4812 -22.4204 18.9021 0.0606 -0.0948 0.2374 0.5649
H 32.5754 -25.5622 17.9379 -0.1427 -0.0700 0.5399 -0.8738
O 30.2713 -28.4016 27.1888 -0.8280 0.6269 0.9437 -0.3441
H 25.3985 -29.4641 19.6043 -0.1055 -0.5175 0.0146 0.3315
H 29.0429 -23.6415 20.7231 -0.3318 -0.1304 0.4563 0.9414
H 29.3861 -27.4676 20.9681 -0.2279 0.3412 0.8266 -0.3669
C 29.2433 -24.6288 20.3069 -0.2398 0.2125 0.4951 -0.6126
C 33.1058 -26.5130 17.8836 0.0436 -0.0312 -1.6091 -0.3594
H 33.5622 -23.3064 19.8602 0.4127 -0.1488 -0.0031 -0.0859
H 27.4582 -30.2655 23.2983 0.4259 0.3706 0.2878 0.1007
H 25.7235 -24.3968 20.4340 -0.5534 -0.1018 0.0217 0.3017
H 28.9722 -31.8454 20.7494 -0.0566 -0.3804 0.5673 0.0638
H 33.4217 -25.7139 21.1256 -0.1824 -0.3740 -0.3310 0.0342
H 38.0285 -27.1843 12.8555 -0.5341 0.2944 -0.1978 0.3803
H 33.5315 -31.2510 8.9266 -0.4261 -0.3536 -0.4367 0.3067
C 31.2147 -32.7144 17.2836 0.6708 1.0869 0.5055 -0.9745
H 31.8305 -25.9534 21.9223 0.2249 -0.1746 0.1218 -1.1168
H 27.7398 -27.4039 17.2673 -0.8600 -0.0456 0.0838 0.0328
C 30.8334 -27.0595 27.1954 -0.8591 -0.2459 -0.0424 -0.7402
H 26.5230 -31.8663 20.6844 -0.4207 0.3271 0.0866 0.5774
H 35.7895 -30.6539 9.5853 0.2999 -0.3077 0.2263 0.3970
H 31.3708 -31.0244 15.0864 -0.4843 0.1207 0.2545 0.3297
H 36.5326 -32.7205 19.6671 0.1140 0.4152 0.9546 0.4137
C 30.5050 -32.9260 18.6651 -1.0212 1.5392 -1.6947 -0.2940
C 38.9414 -29.6933 18.2942 -0.6213 -0.0207 0.0497 -0.4754
N 32.2271 -23.9773 21.4173 2.4225 0.5490 0.6100 -0.1705
C 28.0040 -31.1116 23.7156 1.2024 -1.3133 1.1216 -0.3508
C 26.4049 -23.7265 19.9102 -1.1705 -0.0462 0.5146 -0.8030
H 32.6334 -21.3981 22.1513 0.2425 -0.5199 0.4083 0.4230
C 26.1432 -30.5467 15.6228 1.0407 -0.1484 0.5081 -0.6066
H 25.1429 -30.4439 15.2023 0.1683 0.1505 0.2582 0.3019
C 28.8856 -28.4456 27.6899 -0.0138 -0.5270 0.1231 -0.7395
H 29.3780 -29.2385 21.2136 -0.2613 0.0388 -0.0143 0.6226
H 35.5970 -26.8137 23.6456 0.0531 0.0192 0.3618 0.4311
C 28.0328 -29.3478 16.3779 0.9453 0.8542 -0.7669 0.2275
H 29.6114 -28.5543 18.9810 0.0322 -0.1055 -0.1842 -0.2604
H 27.8959 -25.4778 16.5637 -0.4672 -0.0211 0.0802 0.2095
H 35.6007 -28.1529 15.4086 0.0065 0.2137 -0.2838 0.0428
O 33.5321 -26.4685 23.8843 0.6412 -0.4356 0.1698 -0.2474
H 28.2631 -27.6778 27.2305 0.1892 0.1386 -0.4381 0.3605
H 30.2434 -32.9344 24.0288 -0.0660 0.2289 0.2595 0.1866
C 35.3062 -29.9071 10.2152 -1.6900 0.1829 -0.1005 -0.6885
H 30.7303 -26.5324 28.1439 -0.3591 -0.2775 0.3460 0.3605
H 27.7472 -27.2538 14.9311 -0.1318 0.3936 -0.6841 0.4598
H 31.9688 -33.4998 17.2331 0.1089 -0.0900 -0.4014 0.3940
H 32.6967 -31.6785 21.3613 -0.3832 -0.1634 -0.3822 0.2930
H 29.3444 -27.7502 17.2176 0.4502 -0.5876 -0.2849 -0.4725
```
Positions in Å, forces in eV/Å.

Calculated values
SMILES	COCCNCCOC.COCCNCCOC.COCCNCCOC.COCCNCCOC.COCCNCCOC.COCCNCCOC.COCCNCCOC.COCCNCCOC
HOMO energy	-8.0	eV
max |F|	0.059	hartree/bohr
gap between HOMO and LUMO	8.6	eV